Entry 1:
C46H68CoGeN6P3S | ωB97M-V/def2-TZVPD

Summary:
Strongest force on any atom, eV/Å: 1.34
DFT total energy, eV: -190568.5294

ORCA input file:
```
! RIJCOSX wB97M-V def2-TZVPD def2/J DEFGRID3
* xyz 3 2
Co -0.18765 -0.07157 -0.76866
C -3.99942 -1.59691 0.81643
C -3.35850 -2.28483 -0.37847
C -4.02719 -1.81451 -1.67236
P -1.50423 -2.14933 -0.54519
C -0.91179 -2.89412 1.05327
N -0.69876 -1.96350 2.11608
Ge 0.25982 -0.08939 1.64578
N 2.06859 -0.15534 2.18031
C 3.14729 0.06551 1.25161
P 2.57800 0.46671 -0.44777
C 3.03653 -1.06614 -1.40756
C 4.51085 -1.45156 -1.49115
C 2.19539 -2.21327 -0.85001
C 3.81732 1.79749 -0.87114
C 3.39259 3.15539 -0.30335
C 5.23572 1.52848 -0.34961
C 2.36826 -0.61163 3.44810
C 3.65122 -0.94963 3.88329
C 3.83183 -1.50775 5.13831
C 2.74422 -1.77285 5.95816
C 1.46984 -1.41205 5.54577
C 1.29922 -0.78582 4.32629
N 0.03184 -0.18591 3.87373
C -1.07233 -1.02620 4.23146
C -1.77726 -0.96712 5.40876
C -2.69625 -1.96699 5.72336
C -2.93102 -3.02617 4.83271
C -2.29533 -3.05817 3.62306
C -1.35111 -2.04663 3.27444
C -0.05919 1.19863 4.34296
C 0.03769 1.55905 5.67721
C -0.20221 2.86376 6.06846
C -0.48766 3.81771 5.10058
C -0.46184 3.48633 3.75754
C -0.23080 2.16558 3.34758
N -0.11885 1.76067 2.03365
C -0.34831 2.69964 0.96463
P -1.25324 1.96890 -0.46454
C -1.24297 3.32656 -1.76560
C -1.09582 4.71859 -1.13871
C -0.21690 3.14733 -2.89127
C -3.01165 1.93574 0.14346
C -3.77849 3.25298 0.02071
C -3.07460 1.44327 1.59418
C -1.27907 -3.61862 -1.72246
C -0.54799 -3.26968 -3.01709
C -0.65063 -4.86463 -1.09399
H -4.98125 -2.04005 0.99218
H -4.15454 -0.54505 0.61293
H -3.42403 -1.69880 1.73480
H -3.50509 -3.36526 -0.27970
H -4.02825 -0.72302 -1.72062
H -5.06783 -2.14022 -1.69268
H -3.54179 -2.20367 -2.56915
H 0.04459 -3.35456 0.80264
H -1.61775 -3.68081 1.30390
H 3.79110 -0.81837 1.17631
H 3.76666 0.89697 1.59789
H 2.69901 -0.85677 -2.42229
H 4.96401 -1.61175 -0.51190
H 5.09107 -0.71204 -2.03864
H 4.58991 -2.39139 -2.04098
H 2.46688 -2.45662 0.18039
H 2.33006 -3.11199 -1.45306
H 1.12798 -1.95790 -0.86650
H 3.81905 1.82235 -1.96566
H 3.30479 3.10200 0.78615
H 2.46838 3.52037 -0.70452
H 4.16004 3.89698 -0.53039
H 5.32549 1.82104 0.69660
H 5.92874 2.15211 -0.91556
H 5.56675 0.50044 -0.44738
H 4.50622 -0.78353 3.24149
H 4.82961 -1.75478 5.47507
H 2.88703 -2.23824 6.92307
H 0.62420 -1.62314 6.18784
H -1.61824 -0.16116 6.10857
H -3.20261 -1.93737 6.67872
H -3.61423 -3.81930 5.10483
H -2.50818 -3.86801 2.94131
H 0.31247 0.82731 6.42580
H -0.16749 3.13069 7.11503
H -0.69975 4.83639 5.39651
H -0.59194 4.27367 3.02869
H 0.59004 3.08276 0.55488
H -0.94478 3.54892 1.29577
H -2.22644 3.24198 -2.23404
H -0.07334 4.89525 -0.80245
H -1.77309 4.90559 -0.30964
H -1.31026 5.45770 -1.91081
H 0.75442 2.86535 -2.53533
H -0.11335 4.08922 -3.43241
H -0.52645 2.38977 -3.60134
H -3.50825 1.19972 -0.50260
H -3.39490 4.00796 0.70766
H -4.81762 3.06601 0.29559
H -3.78006 3.66199 -0.98734
H -2.74245 2.22312 2.28102
H -2.46638 0.55553 1.76278
H -4.10571 1.20314 1.85308
H -2.30663 -3.87051 -1.98907
H 0.45678 -2.89496 -2.83180
H -1.09256 -2.52305 -3.59362
H -0.46355 -4.16526 -3.63457
H 0.40398 -4.72445 -0.85237
H -0.70464 -5.66427 -1.83325
H -1.18207 -5.21955 -0.21199
N -2.25619 0.20165 -3.60352
C -1.02792 0.05550 -4.13126
S 0.32141 -0.08074 -3.08538
N -0.94595 0.05482 -5.45165
C 0.13828 -0.02406 -6.38761
C -0.20222 0.28929 -7.70043
C 0.75832 0.27249 -8.69439
C 2.06852 -0.06456 -8.38610
C 2.39790 -0.40469 -7.08431
C 1.44115 -0.39223 -6.07878
H -2.34350 0.20517 -2.60395
H -3.09026 0.24450 -4.16852
H -1.82352 0.22478 -5.92674
H -1.22665 0.55208 -7.94591
H 0.48092 0.52297 -9.70910
H 2.82389 -0.07088 -9.15953
H 3.41213 -0.69581 -6.84595
H 1.71479 -0.68684 -5.07964
*
```

Atom charges from the Löwdin analysis, given in e for atoms 1 to 99:
1. Co -0.152
2. C -0.076
3. C -0.514
4. C -0.101
5. P 1.077
6. C -0.338
7. N -0.047
8. Ge 0.994
9. N -0.169
10. C -0.354
11. P 1.090
12. C -0.547
13. C -0.085
14. C -0.129
15. C -0.507
16. C -0.107
17. C -0.094
18. C -0.227
19. C 0.002
20. C -0.042
21. C -0.048
22. C -0.009
23. C -0.158
24. N -0.041
25. C -0.137
26. C 0.024
27. C 0.025
28. C -0.014
29. C 0.016
30. C -0.214
31. C -0.149
32. C -0.018
33. C -0.047
34. C -0.043
35. C -0.007
36. C -0.234
37. N -0.185
38. C -0.351
39. P 1.052
40. C -0.485
41. C -0.088
42. C -0.116
43. C -0.500
44. C -0.080
45. C -0.114
46. C -0.486
47. C -0.120
48. C -0.086
49. H 0.110
50. H 0.045
51. H 0.054
52. H 0.120
53. H 0.054
54. H 0.106
55. H 0.069
56. H 0.090
57. H 0.083
58. H 0.091
59. H 0.095
60. H 0.050
61. H 0.083
62. H 0.083
63. H 0.098
64. H 0.095
65. H 0.100
66. H -0.015
67. H 0.117
68. H 0.087
69. H 0.042
70. H 0.101
71. H 0.085
72. H 0.105
73. H 0.053
74. H 0.111
75. H 0.122
76. H 0.120
77. H 0.120
78. H 0.122
79. H 0.134
80. H 0.132
81. H 0.117
82. H 0.120
83. H 0.121
84. H 0.122
85. H 0.107
86. H 0.078
87. H 0.079
88. H 0.099
89. H 0.087
90. H 0.061
91. H 0.105
92. H 0.047
93. H 0.100
94. H 0.025
95. H 0.082
96. H 0.085
97. H 0.102
98. H 0.076
99. H 0.086

Entry 2:
C46H70BF4N9O3 | ωB97M-V/def2-TZVPD

Summary:
Strongest force on any atom, eV/Å: 5.89
DFT total energy, eV: -79852.5390

ORCA input file:
```
! RIJCOSX wB97M-V def2-TZVPD def2/J DEFGRID3
* xyz 8 1
C -6.92149 -0.20167 -3.66691
C -6.71897 -1.39236 -2.67161
O -7.59458 -2.25277 -2.46268
N -5.37761 -1.65179 -1.97950
H -4.63539 -1.56132 -2.65848
H -5.27352 -0.87693 -1.34009
C -5.23277 -3.04530 -1.31504
H -7.80788 -0.36352 -4.28029
H -6.10286 -0.32828 -4.37537
H -6.90468 0.75509 -3.14498
H -6.09911 -3.33429 -0.72005
H -4.28239 -2.86630 -0.81219
H -5.12120 -3.75676 -2.13325
C -6.68424 4.08830 3.20695
C -6.54893 5.26044 2.25489
O -7.21743 6.29388 2.32707
N -5.44058 5.19902 1.22549
H -5.26706 4.27168 0.86489
H -5.73278 5.81436 0.47978
C -4.14055 5.73381 1.76389
H -6.22481 4.25267 4.18164
H -6.18739 3.22373 2.76677
H -7.66764 3.65688 3.39374
H -4.23856 6.67712 2.30117
H -3.37468 5.70876 0.98871
H -3.76745 4.91632 2.38083
C 5.42911 1.23892 0.61174
N 6.38703 0.34270 1.42074
C 7.30737 0.85892 2.18574
C 8.03596 0.01033 3.02584
C 7.83708 -1.37330 3.00008
C 6.79087 -1.86213 2.21738
C 6.07720 -0.96914 1.42478
C 8.74727 -2.31604 3.78764
C 8.34645 -2.87154 4.99441
C 9.22866 -3.67243 5.71939
N 10.42052 -3.98176 5.15254
C 10.88087 -3.47556 3.95507
C 10.00592 -2.62438 3.25455
C 11.25417 -4.93804 5.82029
H 5.27487 2.19070 1.12009
H 4.46908 0.81136 0.32257
H 5.94347 1.31430 -0.34630
H 7.48053 1.92100 2.09396
H 8.79490 0.49124 3.62510
H 6.66984 -2.93192 2.30292
H 5.30557 -1.34420 0.76879
H 7.32980 -2.88076 5.35872
H 8.94225 -4.10147 6.66823
H 11.87359 -3.69058 3.58810
H 10.41015 -2.17154 2.36128
H 11.48234 -4.44668 6.76613
H 12.17842 -5.06846 5.25741
H 10.76874 -5.90734 5.93395
C -6.78712 2.80687 -10.88816
N -5.80326 3.76761 -10.29857
C -5.97339 4.06929 -8.99168
C -4.98001 4.73267 -8.24790
C -3.76934 4.95532 -8.84706
C -3.52907 4.54721 -10.19817
C -4.61290 4.01763 -10.89850
C -2.75157 5.58780 -7.95628
C -1.80384 6.52763 -8.34411
C -0.74189 6.84457 -7.58782
N -0.58457 6.36109 -6.39831
C -1.43451 5.42693 -5.86736
C -2.53507 5.01294 -6.62991
C 0.54120 6.83702 -5.59392
H -7.77616 2.96733 -10.45905
H -6.35030 1.81538 -10.76884
H -6.89341 2.89549 -11.96933
H -6.94188 3.87477 -8.55513
H -5.20216 5.07774 -7.24891
H -2.59302 4.78196 -10.68303
H -4.44407 3.86432 -11.95415
H -1.83060 6.98670 -9.32132
H 0.05733 7.41657 -8.03556
H -1.24146 4.95415 -4.91572
H -3.10280 4.22333 -6.16023
H 0.48307 6.39046 -4.60129
H 0.45879 7.92335 -5.55911
H 1.48862 6.71458 -6.11881
C -0.86514 -6.22756 14.15298
N -0.54561 -5.40311 12.98753
C -0.23313 -5.97695 11.85869
C -0.01646 -5.29649 10.66439
C -0.23808 -3.93657 10.73921
C -0.31793 -3.24789 11.98637
C -0.60151 -4.07759 13.05056
C -0.29946 -3.03929 9.55731
C -1.27275 -2.02950 9.54121
C -1.29430 -1.19885 8.39646
N -0.44554 -1.39899 7.37973
C 0.53299 -2.32360 7.46828
C 0.64057 -3.15558 8.51722
C -0.51870 -0.70690 6.07653
H -0.93841 -5.65902 15.08008
H -0.00747 -6.88040 14.31513
H -1.84104 -6.68333 13.98567
H -0.16719 -7.05432 11.89507
H 0.21345 -5.81572 9.74573
H -0.61988 -2.22562 12.16013
H -0.78857 -3.55920 13.97936
H -2.03169 -2.04908 10.30934
H -2.10682 -0.49953 8.26546
H 1.06970 -2.45747 6.54069
H 1.35624 -3.95447 8.64367
H 0.34027 -0.93417 5.44516
H -0.41687 0.33938 6.36467
H -1.51792 -0.94183 5.70982
C 0.97966 -3.11722 -5.52006
C 1.68779 -2.26197 -6.62789
C 1.68247 -3.09808 -7.92969
O 2.29851 -2.30353 -8.90270
C 2.41421 -2.84808 -10.18661
N 1.13709 -0.83738 -6.82472
H 0.26088 -0.70676 -7.30978
H 0.97001 -0.61482 -5.85382
H 1.87520 -0.20998 -7.11049
H 1.57772 -3.94275 -5.13417
H 0.04990 -3.53519 -5.90599
H 0.68719 -2.64968 -4.57986
H 2.72840 -2.28490 -6.30433
H 0.71596 -3.43231 -8.30684
H 2.27503 -4.01292 -7.92275
H 3.08275 -3.70723 -10.13172
H 2.82628 -2.05934 -10.81604
H 1.43028 -3.20425 -10.49178
B -2.05561 1.35553 -0.97852
F -3.28718 1.81701 -1.07722
F -1.50325 1.03373 -2.25420
F -1.37492 2.44638 -0.51759
F -1.98179 0.41354 0.00154
*
```

Atom charges from the Löwdin analysis, given in e for atoms 1 to 99:
1. C 0.039
2. C -0.293
3. O 0.149
4. N 0.093
5. H 0.167
6. H 0.171
7. C 0.062
8. H 0.106
9. H 0.081
10. H 0.092
11. H 0.112
12. H 0.104
13. H 0.113
14. C 0.030
15. C -0.334
16. O 0.185
17. N 0.088
18. H 0.170
19. H 0.178
20. C 0.037
21. H 0.111
22. H 0.076
23. H 0.113
24. H 0.128
25. H 0.111
26. H 0.106
27. C 0.068
28. N -0.069
29. C 0.013
30. C 0.078
31. C -0.119
32. C 0.058
33. C 0.013
34. C -0.131
35. C 0.044
36. C 0.045
37. N -0.085
38. C 0.086
39. C 0.069
40. C 0.029
41. H 0.110
42. H 0.101
43. H 0.112
44. H 0.165
45. H 0.146
46. H 0.142
47. H 0.147
48. H 0.134
49. H 0.162
50. H 0.161
51. H 0.143
52. H 0.130
53. H 0.118
54. H 0.130
55. C 0.059
56. N -0.054
57. C 0.043
58. C 0.035
59. C -0.131
60. C 0.086
61. C 0.037
62. C -0.079
63. C 0.053
64. C -0.017
65. N -0.083
66. C 0.038
67. C 0.064
68. C 0.047
69. H 0.116
70. H 0.118
71. H 0.120
72. H 0.153
73. H 0.138
74. H 0.138
75. H 0.163
76. H 0.153
77. H 0.177
78. H 0.146
79. H 0.124
80. H 0.110
81. H 0.125
82. H 0.121
83. C 0.064
84. N -0.073
85. C 0.019
86. C 0.073
87. C -0.132
88. C 0.074
89. C 0.026
90. C -0.114
91. C 0.083
92. C 0.050
93. N -0.089
94. C -0.008
95. C 0.057
96. C 0.047
97. H 0.121
98. H 0.128
99. H 0.132

Entry 3:
C46H70P3PtSi3 | ωB97M-V/def2-TZVPD

Summary:
ΔE to the lowest compared entry with this formula, charge and spin, eV: 0.0000
Strongest force on any atom, eV/Å: 0.89
DFT total energy, eV: -103584.2643

ORCA input file:
```
! RIJCOSX wB97M-V def2-TZVPD def2/J DEFGRID3
* xyz 1 1
Pt -0.19908 0.82568 0.33350
C -2.41831 -2.66705 1.30389
C -3.29536 -1.68050 0.53831
C -4.71065 -1.70367 1.11152
P -2.54835 0.02540 0.23377
C -3.55259 1.36623 1.05874
C -4.78933 1.95142 0.38253
C -3.89368 1.01160 2.51024
C -2.87281 0.15639 -1.57653
C -4.15729 0.28047 -2.11257
C -4.32547 0.40959 -3.48166
C -3.22050 0.39330 -4.32786
C -1.95803 0.15986 -3.80832
C -1.77916 0.00235 -2.43408
Si -0.23707 -0.67419 -1.60184
C 1.17307 -0.47746 -2.78630
C 1.32534 -1.26538 -3.93016
C 2.39385 -1.06558 -4.78104
C 3.33361 -0.08591 -4.49098
C 3.19270 0.71313 -3.37152
C 2.09818 0.53769 -2.51523
P 1.78930 1.66041 -1.08390
C 1.39886 3.23988 -1.97776
C 2.56102 3.90447 -2.71226
C 0.23131 2.98920 -2.93410
C 3.53610 1.82500 -0.50061
C 3.76783 2.89875 0.54155
C 4.10072 0.48483 -0.02812
C -0.53989 -2.56109 -1.49652
C -1.64823 -3.09737 -2.16964
C -1.85270 -4.46616 -2.27102
C -0.92777 -5.33921 -1.71639
C 0.18847 -4.82580 -1.07499
C 0.38517 -3.45215 -0.93909
P 1.86952 -2.70791 -0.14949
C 3.24035 -3.69479 -0.92675
C 4.59861 -3.45624 -0.27461
C 3.30147 -3.34010 -2.40994
C 1.81092 -3.26625 1.63652
C 2.76357 -2.39645 2.46453
C 2.01931 -4.74358 1.96435
H -2.72621 -3.68451 1.05366
H -2.53806 -2.54225 2.37727
H -1.36421 -2.57221 1.05739
H -3.35516 -2.02733 -0.49164
H -4.71057 -1.54014 2.18457
H -5.12685 -2.69729 0.93350
H -5.38099 -0.98136 0.64615
H -2.81578 2.16289 1.08628
H -5.62779 1.25499 0.35767
H -4.59695 2.30850 -0.62696
H -5.10412 2.80953 0.98136
H -4.85142 0.50383 2.56258
H -3.97048 1.92879 3.09483
H -3.14485 0.38884 2.99193
H -5.02902 0.28319 -1.47514
H -5.31943 0.53448 -3.89005
H -3.35429 0.52391 -5.39380
H -1.11199 0.06419 -4.48002
H 0.61303 -2.05634 -4.13738
H 2.51476 -1.68492 -5.66040
H 4.18288 0.05762 -5.14608
H 3.94125 1.46689 -3.17948
H 1.07704 3.93031 -1.19712
H 2.93262 3.28629 -3.52640
H 3.38958 4.16194 -2.05363
H 2.20056 4.83360 -3.15737
H 0.53635 2.33804 -3.75524
H -0.10513 3.93420 -3.36335
H -0.62312 2.52393 -2.44070
H 4.05326 2.12889 -1.41258
H 3.26992 2.63062 1.45798
H 3.41732 3.88192 0.22402
H 4.83628 2.97814 0.74841
H 3.51515 0.08869 0.80616
H 5.12516 0.63770 0.31508
H 4.11028 -0.27387 -0.80911
H -2.35624 -2.44398 -2.65902
H -2.71505 -4.84649 -2.80377
H -1.05969 -6.41008 -1.80091
H 0.92215 -5.51919 -0.69261
H 2.99399 -4.75809 -0.83981
H 4.86870 -2.39684 -0.29573
H 5.36542 -4.00194 -0.82811
H 4.63938 -3.79920 0.75801
H 3.57608 -2.29094 -2.54687
H 2.34590 -3.50336 -2.90611
H 4.05081 -3.95449 -2.91374
H 0.79255 -2.99967 1.92831
H 3.80112 -2.50747 2.15301
H 2.70908 -2.68316 3.51770
H 2.50940 -1.33585 2.39064
H 2.99534 -5.10147 1.62925
H 1.25207 -5.37888 1.53392
H 1.97806 -4.88604 3.04635
C 0.89426 4.27140 1.76844
Si -0.51627 3.14918 1.20733
C -1.52971 4.11013 -0.05022
C -1.45012 3.06951 2.83886
C -2.26608 4.07048 3.37615
C -2.75852 3.95476 4.66615
C -2.41694 2.84697 5.44357
C -1.59967 1.86254 4.91635
C -1.13085 1.95727 3.60089
Si -0.00202 0.70626 2.77607
C 1.65428 0.99771 3.62624
C -0.57613 -0.96550 3.36975
H 0.42705 5.01988 2.41214
H 1.43048 4.81117 0.98418
H 1.61407 3.72594 2.37716
H -2.00428 4.92044 0.50891
H -2.31093 3.53343 -0.54702
H -0.91354 4.56202 -0.82535
H -2.51509 4.95568 2.79949
H -3.39858 4.72624 5.07448
H -2.79090 2.76007 6.45544
H -1.34524 1.00702 5.53457
H 1.38310 1.46977 4.57288
H 2.34009 1.66001 3.12470
H 2.18529 0.06759 3.84585
H -0.24587 -1.03638 4.41040
H -0.17900 -1.82444 2.83879
H -1.65996 -1.02259 3.34477
*
```

Atom charges from the Löwdin analysis, given in e for atoms 1 to 99:
1. Pt 0.484
2. C -0.104
3. C -0.474
4. C -0.088
5. P 1.032
6. C -0.507
7. C -0.094
8. C -0.092
9. C -0.370
10. C -0.086
11. C -0.054
12. C -0.055
13. C -0.079
14. C -0.333
15. Si 0.526
16. C -0.314
17. C -0.105
18. C -0.070
19. C -0.058
20. C -0.090
21. C -0.367
22. P 1.015
23. C -0.521
24. C -0.085
25. C -0.106
26. C -0.529
27. C -0.095
28. C -0.096
29. C -0.292
30. C -0.099
31. C -0.061
32. C -0.060
33. C -0.080
34. C -0.381
35. P 1.103
36. C -0.546
37. C -0.108
38. C -0.114
39. C -0.538
40. C -0.125
41. C -0.094
42. H 0.097
43. H 0.067
44. H 0.039
45. H 0.080
46. H 0.071
47. H 0.094
48. H 0.067
49. H 0.013
50. H 0.071
51. H 0.068
52. H 0.096
53. H 0.073
54. H 0.081
55. H 0.054
56. H 0.091
57. H 0.112
58. H 0.111
59. H 0.104
60. H 0.115
61. H 0.116
62. H 0.114
63. H 0.094
64. H 0.064
65. H 0.070
66. H 0.072
67. H 0.093
68. H 0.084
69. H 0.093
70. H 0.051
71. H 0.083
72. H 0.043
73. H 0.066
74. H 0.095
75. H 0.060
76. H 0.093
77. H 0.052
78. H 0.098
79. H 0.110
80. H 0.110
81. H 0.095
82. H 0.099
83. H 0.066
84. H 0.086
85. H 0.055
86. H 0.064
87. H 0.063
88. H 0.090
89. H 0.056
90. H 0.063
91. H 0.088
92. H 0.028
93. H 0.073
94. H 0.062
95. H 0.082
96. C -0.181
97. Si 0.452
98. C -0.171
99. C -0.359